C34H33As2IP2S6Tc | ωB97M-V with the def2-TZVPD basis set

## Properties
net charge: +1
LUMO: -4.86 eV
energy relative to the best compared isomer or geometry (same formula, charge and spin): 0.0 kJ/mol
Kohn-Sham gap: 5.9 eV
HOMO energy: -0.39503 hartree

XYZ file:
```
79
C34H33As2IP2S6Tc | the Open Molecules 2025 dataset | ωB97M-V with the def2-TZVPD basis set
Tc 0.066 0.298 -0.591
S 1.531 -1.739 -0.518
P 0.923 -1.900 1.386
C 0.017 -0.320 1.552
P 0.861 1.132 2.235
S 1.800 1.654 0.531
C 2.018 0.850 3.589
C 3.383 0.845 3.316
C 4.297 0.769 4.357
C 3.854 0.698 5.667
C 2.493 0.699 5.946
C 1.577 0.780 4.913
C -0.272 2.358 2.870
C 0.019 3.689 2.590
C -0.646 4.691 3.281
C -1.605 4.364 4.226
C -1.933 3.034 4.466
C -1.266 2.029 3.794
C -0.192 -3.272 1.702
C -1.149 -3.216 2.713
C -1.934 -4.324 2.979
C -1.767 -5.487 2.236
C -0.810 -5.545 1.234
C -0.017 -4.439 0.967
C 2.308 -2.155 2.498
C 3.597 -2.206 1.975
C 4.663 -2.533 2.800
C 4.442 -2.796 4.142
C 3.156 -2.740 4.668
C 2.087 -2.433 3.848
H 3.733 0.909 2.294
H 5.355 0.776 4.139
H 4.570 0.646 6.477
H 2.146 0.655 6.968
H 0.524 0.808 5.150
H 0.766 3.940 1.848
H -0.426 5.727 3.065
H -2.119 5.148 4.765
H -2.709 2.786 5.177
H -1.532 0.993 3.973
H -1.298 -2.306 3.283
H -2.681 -4.281 3.759
H -2.387 -6.348 2.440
H -0.684 -6.449 0.654
H 0.731 -4.485 0.184
H 3.763 -1.998 0.926
H 5.663 -2.582 2.392
H 5.273 -3.051 4.785
H 2.987 -2.953 5.714
H 1.085 -2.416 4.260
S -4.672 0.977 0.024
As -3.120 2.270 0.162
S -1.601 -0.391 1.016
S -1.311 2.007 -1.144
S -3.170 4.049 1.094
C -3.142 -0.908 -2.372
As -1.242 -1.180 -2.280
C -0.801 -1.041 -4.152
C -1.143 -3.108 -1.941
C -1.952 -3.938 -2.891
C -1.384 -4.430 -4.063
C -2.128 -5.210 -4.936
C -3.451 -5.509 -4.647
C -4.026 -5.029 -3.479
C -3.280 -4.250 -2.608
H -3.533 -1.616 -3.104
H -3.343 0.113 -2.698
H -3.612 -1.067 -1.403
H -1.471 -1.720 -4.683
H 0.239 -1.306 -4.330
H -0.964 -0.015 -4.478
H -1.486 -3.239 -0.913
H -0.089 -3.376 -1.987
H -0.347 -4.210 -4.289
H -1.672 -5.587 -5.841
H -4.030 -6.119 -5.326
H -5.055 -5.263 -3.244
H -3.729 -3.888 -1.689
I 1.479 1.135 -2.740
```

C34H33AsMoN2S4 | ωB97M-V with the def2-TZVPD basis set

## Properties
net charge: 0
LUMO: -0.59 eV
energy relative to the best compared isomer or geometry (same formula, charge and spin): 67.8 kJ/mol
Kohn-Sham gap: 6.3 eV
HOMO energy: -0.25453 hartree

XYZ file:
```
75
C34H33AsMoN2S4 | the Open Molecules 2025 dataset | ωB97M-V with the def2-TZVPD basis set
Mo 0.931 0.703 0.892
S -0.738 1.819 -0.564
C -2.250 1.480 0.218
C -3.421 1.938 -0.397
C -4.660 1.648 0.128
C -4.772 0.881 1.283
C -3.628 0.419 1.907
C -2.379 0.734 1.393
S -0.961 0.243 2.375
C -0.848 1.774 3.371
C 0.295 2.690 3.046
C 0.519 3.735 3.915
C 1.572 4.620 3.694
C 2.313 4.434 2.534
C 1.985 3.420 1.659
C 2.684 3.377 0.338
S 2.636 1.747 -0.506
C 4.126 0.975 0.083
C 5.218 1.066 -0.768
C 6.422 0.487 -0.424
C 6.515 -0.206 0.778
C 5.429 -0.303 1.622
C 4.197 0.276 1.293
S 2.881 0.179 2.416
N 1.009 2.493 1.906
H -3.314 2.527 -1.293
H -5.547 2.003 -0.376
H -5.739 0.649 1.699
H -3.687 -0.184 2.802
H -0.792 1.451 4.411
H -1.794 2.300 3.219
H -0.125 3.857 4.772
H 1.788 5.424 4.377
H 3.123 5.104 2.284
H 3.733 3.670 0.431
H 2.182 4.044 -0.371
H 5.096 1.599 -1.701
H 7.279 0.588 -1.074
H 7.450 -0.672 1.056
H 5.502 -0.848 2.552
C -1.751 -2.853 0.718
As -1.609 -1.598 -0.794
C -0.601 -2.726 -2.071
C -3.444 -2.045 -1.466
C -3.996 -1.191 -2.568
C -5.237 -1.482 -3.127
C -5.791 -0.673 -4.102
C -5.122 0.463 -4.528
C -3.877 0.747 -3.996
C -3.315 -0.079 -3.040
H -2.752 -2.788 1.138
H -1.042 -2.563 1.490
H -1.555 -3.883 0.433
H -1.174 -2.908 -2.980
H -0.331 -3.676 -1.620
H 0.321 -2.214 -2.340
H -4.127 -1.964 -0.610
H -3.450 -3.097 -1.769
H -5.771 -2.361 -2.790
H -6.753 -0.926 -4.525
H -5.567 1.117 -5.266
H -3.335 1.620 -4.326
H -2.330 0.142 -2.646
N 1.223 -0.891 0.176
C 1.922 -1.972 -0.086
C 1.827 -3.132 0.719
C 2.594 -4.240 0.448
C 3.486 -4.246 -0.616
C 3.593 -3.116 -1.417
C 2.831 -1.998 -1.171
H 1.140 -3.131 1.552
H 2.493 -5.116 1.074
H 4.081 -5.125 -0.818
H 4.277 -3.117 -2.253
H 2.908 -1.120 -1.801
```

C34H33BrCrN9OS3 | ωB97M-V with the def2-TZVPD basis set

## Properties
net charge: 0
LUMO (spin up / spin down): -0.82 / -0.99 eV
energy relative to the best compared isomer or geometry (same formula, charge and spin): 0.0 kJ/mol
multiplicity: 4
Kohn-Sham gap (spin up / spin down): 5.3 / 5.4 eV
HOMO energy (spin up / spin down): -0.22644 / -0.23356 hartree

XYZ file:
```
82
C34H33BrCrN9OS3 | the Open Molecules 2025 dataset | ωB97M-V with the def2-TZVPD basis set
Cr 1.328 0.451 1.523
Br -0.253 -4.358 -4.256
C 0.436 -3.475 -2.727
C 0.366 -4.100 -1.493
C 0.848 -3.444 -0.372
C 1.379 -2.169 -0.495
C 1.458 -1.555 -1.737
C 0.991 -2.214 -2.863
N 1.897 -1.479 0.648
C 2.883 -2.023 1.239
C 3.580 -1.306 2.303
C 4.672 -1.848 2.952
C 5.323 -1.080 3.908
C 4.859 0.196 4.159
C 3.754 0.672 3.462
N 3.124 -0.068 2.556
H -0.070 -5.086 -1.406
H 0.762 -3.895 0.608
H 1.905 -0.574 -1.820
H 1.054 -1.746 -3.835
H 3.275 -2.987 0.917
H 5.002 -2.849 2.708
H 6.179 -1.474 4.440
H 5.338 0.835 4.886
H 3.347 1.663 3.618
C 0.098 0.023 6.026
C 0.435 0.533 4.641
S 0.393 -0.699 3.383
C 0.689 1.824 4.383
C 0.662 2.903 5.431
S 1.078 2.417 2.766
H -0.090 -1.049 5.997
H -0.797 0.508 6.423
H 0.912 0.200 6.732
H 0.395 2.514 6.413
H -0.058 3.678 5.160
H 1.636 3.394 5.511
S 2.721 1.429 -0.138
C 1.415 1.770 -1.230
N 1.647 2.049 -2.482
N 0.622 2.383 -3.268
C 0.769 2.433 -4.652
C -0.300 2.901 -5.416
C -0.198 2.945 -6.796
C 0.969 2.539 -7.428
C 2.033 2.085 -6.661
C 1.943 2.022 -5.279
N 0.092 1.793 -0.819
N -0.190 1.317 0.304
C -1.579 1.496 0.639
C -2.138 0.732 1.651
C -3.484 0.867 1.952
C -4.274 1.775 1.261
C -3.703 2.562 0.270
C -2.361 2.430 -0.040
H -0.305 2.411 -2.865
H -1.204 3.239 -4.921
H -1.033 3.310 -7.379
H 1.048 2.578 -8.506
H 2.948 1.766 -7.144
H 2.767 1.666 -4.678
H -1.527 0.020 2.187
H -3.911 0.261 2.741
H -5.323 1.886 1.506
H -4.301 3.296 -0.255
H -1.916 3.066 -0.791
C -3.773 -3.398 1.115
N -3.376 -2.578 -0.019
C -4.188 -2.378 -1.080
C -3.817 -1.602 -2.120
C -2.519 -1.008 -2.025
N -1.727 -1.181 -0.996
C -2.113 -1.954 0.054
O -1.424 -2.147 1.042
N -2.044 -0.249 -3.040
H -4.776 -3.779 0.941
H -3.750 -2.805 2.028
H -3.078 -4.227 1.239
H -5.146 -2.880 -1.046
H -4.465 -1.449 -2.968
H -2.638 0.034 -3.797
H -1.179 0.241 -2.882
```

C34H33F11N11O12PbS3Te | ωB97M-V with the def2-TZVPD basis set

## Properties
net charge: -1
LUMO: 0.20 eV
energy relative to the best compared isomer or geometry (same formula, charge and spin): 243.9 kJ/mol
Kohn-Sham gap: 6.8 eV
HOMO energy: -0.24344 hartree

XYZ file:
```
106
C34H33F11N11O12PbS3Te | the Open Molecules 2025 dataset | ωB97M-V with the def2-TZVPD basis set
Pb 0.430 -0.128 0.408
C -4.157 0.769 0.683
C -3.571 -0.374 1.193
N -3.029 -1.256 0.348
C -2.923 -0.984 -0.970
C -3.591 0.146 -1.413
N -4.237 0.993 -0.621
C -2.054 -1.777 -1.869
C -2.536 -2.312 -3.046
C -1.647 -2.977 -3.888
C -0.323 -3.035 -3.484
C 0.072 -2.473 -2.274
N -0.792 -1.853 -1.483
C 1.442 -2.665 -1.726
C 2.492 -3.171 -2.465
N 3.627 -3.574 -1.893
C 3.705 -3.443 -0.579
C 2.695 -2.826 0.156
N 1.581 -2.427 -0.424
C -2.112 -3.637 -5.147
C -3.435 -3.560 -5.568
C -3.825 -4.200 -6.732
N -3.000 -4.904 -7.506
C -1.732 -4.976 -7.103
C -1.251 -4.374 -5.952
H -4.595 1.495 1.353
H -3.567 -0.655 2.235
H -3.583 0.358 -2.474
H -3.590 -2.232 -3.269
H 0.414 -3.537 -4.089
H 2.445 -3.245 -3.545
H 4.605 -3.802 -0.096
H 2.788 -2.648 1.219
H -4.178 -3.008 -5.010
H -4.857 -4.144 -7.061
H -1.061 -5.547 -7.734
H -0.207 -4.499 -5.704
O -2.840 -2.478 0.877
S -1.294 -3.347 1.450
O -0.884 -4.048 0.275
O -0.477 -2.234 1.893
O -1.981 -4.088 2.455
F 1.661 2.431 -2.484
Te 3.070 1.757 -1.345
F 3.554 3.534 -1.655
F 3.530 2.189 0.434
F 4.931 1.521 -1.261
F 3.616 1.246 -3.092
O 2.056 0.231 -1.284
F -3.309 4.066 1.929
C -2.348 3.841 2.832
F -1.984 4.999 3.368
F -2.850 3.060 3.792
S -0.938 2.963 2.068
O -1.536 1.798 1.459
O 0.030 2.741 3.105
N -0.571 4.086 1.009
S 0.750 4.093 0.151
O 0.569 4.887 -1.016
O 1.236 2.699 0.020
C 1.942 5.093 1.203
F 1.510 6.358 1.084
F 1.838 4.718 2.472
F 3.196 5.017 0.817
C 2.003 -2.539 4.613
C 1.986 -1.184 5.322
C 2.532 -0.028 4.460
C 2.314 1.313 5.188
C 2.828 2.519 4.401
C 4.027 -0.227 4.293
O 4.782 -0.324 5.241
N 4.484 -0.280 3.007
C 3.706 -0.319 1.830
O 4.282 -0.537 0.782
N 2.356 -0.175 1.947
C 1.759 0.004 3.154
O 0.543 0.172 3.199
H 1.664 -3.328 5.285
H 3.015 -2.798 4.284
H 1.340 -2.535 3.746
H 2.596 -1.227 6.224
H 0.964 -0.927 5.601
H 2.818 1.241 6.152
H 1.241 1.414 5.357
H 3.885 2.413 4.146
H 2.720 3.431 4.990
H 2.263 2.654 3.475
H 5.480 -0.339 2.857
N -1.058 1.412 -1.681
C -1.264 2.315 -2.370
N -1.564 3.323 -3.167
C -0.626 3.905 -4.134
C -0.658 5.425 -4.037
C -2.084 5.952 -4.184
C -2.974 5.333 -3.103
C -2.942 3.815 -3.202
H -0.945 3.594 -5.136
H 0.367 3.506 -3.934
H 0.000 5.839 -4.804
H -0.265 5.715 -3.063
H -2.481 5.689 -5.172
H -2.095 7.040 -4.105
H -4.009 5.666 -3.208
H -2.615 5.632 -2.115
H -3.400 3.506 -4.152
H -3.499 3.353 -2.386
```

- What is the energy relative to the best compared isomer or geometry (same formula, charge and spin) in the third record?
  0.0 kJ/mol